3 unconnected molecules or ions with the total composition C27H53BI2N2O11 at a distorted geometry, computed with wB97M-V/def2-TZVPD.

The geometry in XYZ format:
```
96
C27H53BI2N2O11, DFT wB97M-V/def2-TZVPD
I 6.162 -0.819 0.609
I 4.146 0.271 -3.221
O -5.936 -2.067 0.216
O 0.776 3.782 -1.219
O 1.747 0.751 -0.263
O 0.720 -5.692 -1.339
O 3.471 1.491 1.796
O -7.011 -3.236 -1.396
O 1.738 -5.406 0.546
O 3.365 5.496 1.886
O 2.610 2.542 -1.513
O 2.322 -7.178 -0.734
O -6.124 -1.179 -1.744
N 3.014 5.621 -0.530
N 1.001 3.132 1.475
C 2.229 3.414 0.713
C -2.994 -0.025 1.341
C 0.476 -6.432 -2.544
C 0.643 2.115 4.592
C 4.086 0.596 -1.072
C 2.888 1.469 -0.655
C -2.493 0.718 0.054
C -6.595 -1.195 -3.098
C 0.874 3.870 2.745
C 2.014 6.705 -0.613
C -0.299 -0.404 -0.775
C -6.412 -2.261 -1.018
C 4.144 -0.698 -0.216
C 4.361 6.254 -0.476
C -6.263 -3.108 1.138
C 1.013 0.175 -1.360
C 3.921 -2.021 -0.955
C -3.034 2.158 0.068
C 0.041 -1.633 0.085
C 1.719 3.328 -0.781
C -0.122 3.073 3.635
C 3.285 2.256 0.637
C -8.087 -0.948 -3.181
C -0.310 -7.699 -2.279
C 1.662 -6.191 -0.535
C 2.645 -5.873 1.547
C -0.945 0.726 0.073
B 2.880 4.883 0.746
H 3.637 -6.039 1.131
H -7.334 -3.106 1.342
H 0.738 0.938 -2.097
H -0.765 2.444 3.015
H 4.965 1.198 -0.874
H -1.238 -7.469 -1.751
H 4.721 6.501 -1.481
H 2.919 -2.098 -1.380
H 3.725 4.792 2.448
H 1.000 6.304 -0.702
H 0.171 2.070 5.574
H 2.264 -6.787 2.002
H 3.984 -2.815 -0.201
H -0.622 1.675 -0.364
H 1.669 2.452 4.771
H -6.314 -2.131 -3.584
H -0.552 -8.202 -3.216
H 1.592 -0.591 -1.882
H -3.052 -1.098 1.167
H -2.283 0.225 2.132
H 0.253 -8.392 -1.655
H -2.915 2.635 -0.907
H 0.428 -1.321 1.059
H -8.648 -1.748 -2.698
H -0.820 -2.283 0.259
H 0.406 4.834 2.530
H 2.201 7.272 -1.527
H 3.463 -0.671 0.627
H -2.498 2.701 0.850
H 4.700 -2.250 -1.677
H -8.408 -0.886 -4.221
H -0.935 -0.675 -1.622
H -8.348 -0.018 -2.673
H 4.378 1.633 2.093
H 1.032 2.146 1.723
H 0.725 1.120 4.149
H -2.824 0.172 -0.834
H -5.727 -2.900 2.060
H 4.201 2.783 0.324
H -3.952 0.421 1.622
H 4.292 7.193 0.086
H -4.104 2.127 0.291
H 5.102 5.591 -0.030
H -0.103 -5.773 -3.188
H 0.828 -2.238 -0.377
H -0.516 0.679 1.074
H -0.731 3.767 4.214
H 2.708 -5.101 2.309
H -6.065 -0.393 -3.610
H 1.802 3.944 3.321
H 2.056 7.329 0.292
H 1.417 -6.641 -3.055
H -5.951 -4.080 0.759
```

## Properties
2S+1 = 1

Löwdin atomic charge list, values in e, 6 entries: 0.847 0.951 -0.006 0.229 -0.054 0.031

4 unconnected molecules or ions with the total composition C27H53Cl2N3O3 at a distorted geometry, computed with wB97M-V/def2-TZVPD.

The geometry in XYZ format:
```
88
C27H53Cl2N3O3, DFT wB97M-V/def2-TZVPD
Cl 3.323 2.103 -0.833
Cl 2.968 4.736 0.799
O -1.399 1.937 -2.233
O 0.087 3.414 -3.159
O -1.655 -0.286 -1.927
N -0.063 -1.021 2.477
N -1.090 -1.445 0.437
N 1.175 -2.094 0.805
C 0.662 0.344 0.531
C -5.583 1.825 0.747
C -7.598 -0.564 0.856
C -4.284 1.113 0.372
C 8.933 2.683 2.801
C 1.608 3.939 0.090
C 5.774 0.766 2.145
C -1.960 -5.981 -5.220
C -0.223 2.621 -2.312
C -6.613 -0.199 1.963
C -6.268 1.289 2.005
C 6.085 2.173 1.644
C 8.643 1.864 1.544
C -3.253 -4.083 -0.995
C -1.948 -3.640 -3.142
C -3.196 1.237 1.434
C -3.078 -3.967 -4.118
C 0.160 -1.063 1.019
C -2.003 -4.395 -1.813
C -3.194 -5.441 -4.502
C 0.604 2.138 -1.158
C 7.360 2.252 0.806
C 9.137 4.170 2.523
C 0.303 4.615 0.336
C 0.078 1.000 -0.690
C 1.764 2.809 -0.598
C -1.081 0.704 -1.602
H 9.837 2.286 3.270
H -0.418 4.406 -0.437
H -7.832 -1.629 0.884
H 4.841 0.758 2.714
H 8.130 2.554 3.531
H -1.767 -5.417 -6.135
H 7.459 3.266 0.409
H 1.727 0.273 0.367
H -3.236 -4.621 -0.045
H -3.395 -6.048 -3.614
H 5.663 0.072 1.309
H -7.045 -0.481 2.927
H 9.966 4.325 1.829
H -4.162 -4.377 -1.520
H 1.225 -2.348 -0.171
H -4.062 -5.561 -5.155
H -4.476 0.056 0.168
H 9.367 4.706 3.444
H -2.289 0.729 1.098
H -3.497 0.784 2.381
H -2.951 2.287 1.620
H -0.068 4.316 1.307
H -1.070 -5.925 -4.592
H 6.146 2.860 2.493
H -3.914 1.539 -0.564
H -5.636 1.480 2.877
H -0.761 -0.311 2.663
H -1.680 -1.886 1.124
H 6.558 0.385 2.800
H -1.931 -5.472 -1.983
H -1.967 -2.567 -2.938
H 8.245 4.627 2.092
H 7.252 1.598 -0.065
H -8.533 -0.013 0.973
H -5.702 -0.796 1.852
H -5.375 2.890 0.892
H -0.945 -2.065 -0.341
H -0.983 -3.837 -3.620
H 5.249 2.517 1.033
H 9.484 1.966 0.852
H -6.273 1.767 -0.099
H 2.085 -1.775 1.106
H -1.121 -4.123 -1.224
H -2.930 -3.374 -5.026
H 0.478 5.680 0.330
H 0.552 1.040 1.353
H -7.195 -0.343 -0.133
H -3.316 -3.014 -0.777
H -2.101 -7.027 -5.495
H -7.185 1.862 2.170
H 0.805 -0.747 2.916
H 8.604 0.805 1.814
H -4.031 -3.635 -3.697
```

## Properties
2S+1 = 1

Löwdin atomic charge list, values in e, 6 entries: 0.749 0.704 0.130 0.180 0.163 0.079

3 unconnected molecules or ions with the total composition C27H54Br2N4O10 at a distorted geometry, computed with wB97M-V/def2-TZVPD.

The geometry in XYZ format:
```
97
C27H54Br2N4O10, DFT wB97M-V/def2-TZVPD
Br -1.790 2.113 -0.031
Br -0.945 -2.357 0.630
O -0.048 -1.152 4.752
O 3.643 -1.876 2.177
O -1.951 1.117 4.159
O 0.148 0.849 -5.055
O -2.594 3.110 4.445
O -3.463 0.658 2.051
O 6.098 -2.275 -0.423
O 6.024 0.027 1.638
O 0.226 3.124 -7.154
O 0.412 -0.282 -7.921
N -4.296 -1.966 5.049
N -2.070 2.423 3.667
N -1.892 -2.062 3.705
N 0.767 1.435 3.698
C -0.570 -0.066 -1.363
C 1.033 2.832 3.326
C -2.424 -0.299 2.149
C -4.074 -1.017 3.977
C -6.122 1.962 2.232
C 7.162 -1.707 0.323
C 3.676 -0.462 2.160
C -0.839 0.427 -5.986
C 0.874 3.041 -5.897
C -3.012 -1.506 2.944
C 6.677 -1.234 1.674
C 1.232 1.608 -5.574
C -1.002 -1.038 4.015
C -3.718 -2.619 2.114
C -3.572 -1.675 6.296
C 6.401 -2.364 -1.796
C -0.014 0.743 2.666
C 1.147 -1.331 -8.508
C -0.404 -0.732 -6.855
C 2.991 -2.374 3.328
C -5.281 1.727 0.981
C -1.673 -0.597 0.858
C -0.434 4.356 -7.328
C -1.347 0.269 -0.132
C 4.690 0.042 1.158
C -1.380 0.249 3.198
C -4.459 0.448 1.061
H -2.868 -2.466 6.547
H 1.685 1.115 -6.436
H 1.404 3.388 4.181
H 2.679 -0.088 1.878
H 7.595 -0.860 -0.222
H -5.008 -0.863 3.443
H 1.729 -0.910 -9.324
H 0.476 -0.230 -1.105
H -0.582 0.756 -2.067
H -1.191 1.261 -6.595
H 0.523 -0.146 2.341
H 4.471 1.095 0.968
H 3.934 -0.078 3.156
H -1.223 4.488 -6.578
H 0.268 5.196 -7.266
H -4.694 -2.852 2.518
H -4.560 2.537 0.892
H -0.944 -0.959 -1.849
H -3.000 -0.755 6.239
H 1.972 1.626 -4.771
H 0.127 3.325 2.991
H 1.958 -2.011 3.386
H -4.036 0.237 0.084
H -1.675 0.083 -5.373
H -1.478 -2.903 3.338
H 1.673 0.994 3.732
H 1.793 3.643 -5.932
H -5.640 1.541 3.108
H -5.877 1.724 0.074
H -7.119 1.542 2.139
H 0.483 -2.106 -8.908
H -4.277 -1.618 7.122
H 7.290 -2.982 -1.968
H 5.550 -2.823 -2.293
H 6.565 -1.368 -2.226
H -3.795 -2.319 1.075
H 0.142 -1.458 -6.240
H 3.526 -2.082 4.239
H -1.294 -1.221 -7.274
H -3.140 -3.538 2.112
H 7.939 -2.471 0.466
H -0.888 4.350 -8.316
H 6.053 -1.990 2.152
H -3.815 -0.057 4.408
H -5.127 -0.356 1.375
H 2.983 -3.460 3.259
H 7.556 -1.078 2.302
H 1.763 2.920 2.515
H -0.100 1.376 1.789
H -4.045 -2.900 4.766
H -6.243 3.025 2.416
H 1.833 -1.783 -7.781
H 4.601 -0.496 0.212
H 0.222 3.436 -5.108
```

## Properties
2S+1 = 1

Löwdin atomic charge list, values in e, 6 entries: 0.912 0.920 0.114 -0.191 -0.026 -0.140

HOMO energy list, top to bottom, in eV: -8.95, -9.70, -8.55